[1]
23
Properties=species:S:1:pos:R:3 method="wB97M-V/def2-TZVPD" smiles="[H]/N=c1/[nH][nH]c(=S)n1CCCC" de_lowest_kj_mol=154.03 orbital_gap_ev=9.08 e_lumo_ev=0.639 fmax_ev_per_a=5.4 e_tot_ha=-852.9644
H 0.3876 2.9009 0.1403
N -0.0692 2.8597 1.0904
C -0.0633 1.6391 1.5919
N -0.6634 1.4948 2.7936
N -0.6442 0.1342 3.1420
C 0.0478 -0.4661 2.1118
S 0.0190 -2.0908 2.0495
N 0.3944 0.4305 1.0616
C 1.1862 0.4448 -0.2014
C 0.4329 0.1080 -1.4027
C -0.0561 -1.3373 -1.5397
C -0.8106 -1.6290 -2.7854
H -0.2935 2.0828 3.5360
H -1.1613 -0.2591 3.9036
H 1.4784 1.4508 -0.3708
H 2.0331 -0.2893 -0.2020
H -0.4537 0.8703 -1.4227
H 1.1737 0.3174 -2.1600
H -0.7580 -1.5656 -0.6852
H 0.8459 -1.9747 -1.2892
H -1.7507 -1.1432 -2.7565
H -1.0544 -2.6562 -2.8745
H -0.2207 -1.3219 -3.7306

---

[2]
20
Properties=species:S:1:pos:R:3 method="wB97M-V/def2-TZVPD" charge=-1 de_lowest_kj_mol=390.80 orbital_gap_ev=6.40 e_lumo_ev=3.795 fmax_ev_per_a=2.7 e_tot_ha=-365.6299
C 0.7700 -1.3027 0.7864
C -0.2514 -0.2949 0.2610
C 0.2129 1.1909 0.3059
C 1.6419 1.5206 -0.2904
C 1.9054 1.5585 1.0767
N -0.6965 -0.6671 -1.0891
C -2.0456 -1.3446 -1.0139
O -3.0168 -0.5817 -0.5170
H 0.8049 -1.3061 1.8745
H 0.4900 -2.2876 0.4265
H 1.7636 -1.0663 0.4110
H -1.1340 -0.3106 0.9249
H -0.4818 1.6723 -0.3880
H -0.1735 1.5869 1.2400
H 1.6271 2.4426 -0.8907
H 1.9447 0.6826 -0.9172
H 1.6008 2.2525 1.8532
H -0.8887 0.2049 -1.5808
H -1.8438 -2.2731 -0.4136
H -2.2293 -1.6772 -2.0592

---

[3]
20
Properties=species:S:1:pos:R:3 method="wB97M-V/def2-TZVPD" charge=+1 de_lowest_kj_mol=394.04 orbital_gap_ev="6.75 / 6.75" e_lumo_ev="-5.258 / -5.258" fmax_ev_per_a=5.0 e_tot_ha=-365.3993
C 1.7771 -0.1417 1.0095
C 0.5931 0.1220 1.5323
C -1.1372 -0.3740 -2.2409
C -1.9635 0.3135 -0.1485
C -2.6805 1.3463 0.7538
C 3.8528 -0.9241 0.0335
N 2.5009 -0.5897 0.1663
O -1.5376 0.5893 -1.3281
H 0.2029 -0.8524 1.8133
H 0.0793 1.0802 1.8279
H -1.3629 -1.4391 -1.8648
H -0.0104 -0.1974 -2.1429
H -2.0120 -0.7021 0.1785
H -2.5925 2.2954 0.3413
H -2.2987 1.2530 1.7387
H -3.6646 0.9705 0.5498
H 4.0923 -0.8983 -1.0008
H 4.6473 -0.4301 0.7222
H 3.9810 -2.0237 0.3238
H -1.5710 -0.0465 -3.2228

---

[4]
20
Properties=species:S:1:pos:R:3 method="wB97M-V/def2-TZVPD" charge=+1 smiles="CC(=O)[C@]1([NH3+])C[C@@H]1C" de_lowest_kj_mol=185.05 orbital_gap_ev=10.06 e_lumo_ev=-3.948 fmax_ev_per_a=6.1 e_tot_ha=-365.4789
C 2.3565 -0.2588 -0.3636
C 1.1060 -0.7594 0.1413
O 0.7766 -1.9012 0.2485
C 0.0333 0.2949 0.3632
N 0.5147 1.7123 0.1595
C -1.0539 0.0587 1.3576
C -1.3812 -0.0025 -0.0543
C -1.8525 -1.2563 -0.8301
H 2.6782 0.5833 0.1713
H 1.9321 0.0486 -1.3562
H 3.0610 -1.0686 -0.5337
H 1.4365 1.8427 -0.1306
H 0.5010 2.2890 1.0748
H -0.2782 2.2214 -0.4829
H -1.3096 0.8116 2.0284
H -0.9914 -0.9645 1.7641
H -1.6681 0.9586 -0.4803
H -1.2556 -2.0087 -0.2822
H -1.6230 -1.2480 -1.9586
H -2.9826 -1.3530 -0.8363

---

[5]
20
Properties=species:S:1:pos:R:3 method="wB97M-V/def2-TZVPD" charge=+1 de_lowest_kj_mol=79.75 orbital_gap_ev=9.47 e_lumo_ev=-4.797 fmax_ev_per_a=0.5 e_tot_ha=-365.5190
C 1.2701 1.0263 2.2769
C 0.1810 1.1357 3.0127
C 2.3060 0.0822 0.3626
N 1.2655 0.2865 1.0563
H 2.2276 1.4405 2.5509
H -0.7748 0.7020 2.7552
H 0.2435 1.6967 3.9313
H 2.2451 -0.4984 -0.5498
H 3.2603 0.4832 0.6776
H 0.3259 -0.0788 0.7709
O -1.3455 -0.4341 0.6440
C -1.8628 -0.6030 -0.4419
C -1.3864 -0.0251 -1.7305
C -0.6905 -1.0907 -2.5866
H -2.7567 -1.2408 -0.5186
H -0.7434 0.8432 -1.5598
H -2.2664 0.3344 -2.2631
H 0.2267 -1.4320 -2.1096
H -0.3951 -0.6707 -3.5471
H -1.3299 -1.9570 -2.7313

---

[6]
20
Properties=species:S:1:pos:R:3 method="wB97M-V/def2-TZVPD" charge=+1 de_lowest_kj_mol=131.30 orbital_gap_ev=9.88 e_lumo_ev=-4.136 fmax_ev_per_a=4.4 e_tot_ha=-365.4994
C 2.7946 2.7102 0.5569
C -1.2991 -1.5850 0.1575
C -1.3808 -0.1480 0.5490
C 0.1465 -2.0842 0.0541
C -0.5785 0.7788 -0.3748
C 0.9998 -1.1228 -0.7177
N 0.6389 0.1009 -0.8676
O 1.8914 2.4162 -0.1577
H 2.5581 2.7807 1.6620
H -1.8973 -2.0509 1.0373
H -1.8294 -1.8669 -0.7362
H -2.4475 0.2527 0.6559
H -0.8664 0.0637 1.4284
H 0.6211 -1.9689 1.1373
H 0.3373 -3.0634 -0.2162
H -1.2338 1.0233 -1.1630
H -0.1924 1.6366 0.0605
H 2.0646 -1.3639 -0.9108
H 3.8932 3.0111 0.1894
H 1.0838 0.9082 -1.4444

---

[7]
20
Properties=species:S:1:pos:R:3 method="wB97M-V/def2-TZVPD" charge=+1 de_lowest_kj_mol=134.44 orbital_gap_ev="6.45 / 6.01" e_lumo_ev="-4.729 / -7.413" fmax_ev_per_a=3.9 e_tot_ha=-365.3266 spin_multiplicity=3
C 2.4127 -1.1242 0.9544
C -3.9391 -1.0621 0.5451
C -2.7406 -1.0196 -0.3454
C -1.4995 -1.3756 0.5937
C 1.4426 1.9210 0.3070
C 2.0997 0.8766 -0.5326
N 2.0681 -0.4265 -0.0465
O -0.4407 -0.8314 0.4441
H 2.2729 -2.1621 1.2014
H 3.1079 -0.6700 1.7512
H -4.4611 -0.0493 0.6200
H -4.1096 -1.7772 1.3602
H -2.8463 -1.8708 -1.0602
H -2.5806 0.0080 -0.7046
H -1.6653 -2.1903 1.4621
H 0.2861 1.9582 0.3210
H 1.6312 1.8712 1.4182
H 1.6140 2.9514 -0.1203
H 3.2548 1.1172 -0.7372
H 1.4470 0.7469 -1.5705

---

[8]
21
Properties=species:S:1:pos:R:3 method="wB97M-V/def2-TZVPD" charge=+1 de_lowest_kj_mol=308.17 orbital_gap_ev="5.05 / 5.05" e_lumo_ev="-5.987 / -5.988" fmax_ev_per_a=3.3 e_tot_ha=-763.6244
C 0.2964 -0.2969 0.2300
C 1.6414 0.3961 -0.1985
C 2.7468 -0.5364 -0.0802
C -0.8549 0.4724 0.2075
C -0.8648 2.0457 0.1892
C -2.5953 -1.0642 -0.4834
N -2.0827 -0.0846 0.3813
O 0.5458 -1.6430 0.3809
S 4.2675 0.0357 -0.0862
H 1.4142 0.6542 -1.2222
H 1.7034 1.3545 0.3864
H 2.7988 -1.5608 0.4098
H -1.8130 2.3775 -0.3738
H 0.1582 2.4178 -0.0916
H -1.1326 2.2737 1.2474
H -1.7452 -1.6621 -0.8040
H -3.3045 -1.7124 -0.0001
H -3.0189 -0.7015 -1.4192
H -0.1867 -2.1376 0.6837
H -2.8448 0.5590 0.6475
H 4.8710 -1.1870 -0.0043

---

[9]
21
Properties=species:S:1:pos:R:3 method="wB97M-V/def2-TZVPD" charge=+1 de_lowest_kj_mol=356.64 orbital_gap_ev="5.81 / 8.64" e_lumo_ev="-5.684 / -4.355" fmax_ev_per_a=4.7 e_tot_ha=-763.6059
C 0.0972 -1.6170 0.3410
C -1.6890 0.3113 0.1421
C -2.0109 0.2392 -1.3953
C -0.1892 -0.2067 0.3058
C 1.5082 -1.9843 0.7715
C 0.9671 1.7357 1.0119
N 0.8425 0.7305 -0.1121
O -0.8947 -2.3843 0.3434
S -1.1417 1.1658 -2.5083
H -1.7933 1.2409 0.5350
H -2.3099 -0.3584 0.6537
H -2.5496 -0.5399 -1.7767
H 2.1659 -2.0318 -0.0938
H 1.5693 -2.9517 1.3020
H 1.8469 -1.2449 1.5060
H 1.3984 1.0985 1.8204
H 1.5397 2.5599 0.7454
H 0.0015 2.1614 1.2036
H 1.6963 0.3029 -0.2207
H 0.6706 1.1886 -0.9790
H -1.7255 0.5843 -3.5958

---

[10]
20
Properties=species:S:1:pos:R:3 method="wB97M-V/def2-TZVPD" charge=+1 de_lowest_kj_mol=458.56 orbital_gap_ev="6.59 / 6.54" e_lumo_ev="-6.034 / -6.075" fmax_ev_per_a=5.3 e_tot_ha=-688.3332
C -0.4504 -0.9022 0.3761
C -0.0120 -1.6789 -0.6086
C 0.5836 1.1567 -0.4245
C -0.6316 -2.9319 -0.8333
C 1.7791 2.1088 -0.2133
C -1.2357 1.1841 1.0902
N 0.0209 0.4518 0.8324
S 1.3353 -1.2900 -1.6086
H -1.1702 -1.3597 0.9438
H -0.0359 1.3466 -1.2127
H 0.0618 -3.6330 -1.2296
H -1.3637 -2.8708 -1.5810
H -1.1759 -3.1590 -0.0342
H 1.6093 2.9648 0.4649
H 2.0327 2.4485 -1.2117
H 2.6010 1.5373 0.1466
H -1.2108 2.1941 1.5351
H -1.6918 1.1335 0.1436
H -1.8133 0.7204 1.9153
H 0.7675 0.5790 1.5095

---

[11]
20
Properties=species:S:1:pos:R:3 method="wB97M-V/def2-TZVPD" charge=+1 de_lowest_kj_mol=272.06 orbital_gap_ev=8.40 e_lumo_ev=-4.367 fmax_ev_per_a=4.8 e_tot_ha=-688.4043
C 0.3345 -0.9827 0.3492
C 1.4477 -0.3572 -0.0131
C -0.8109 1.1120 -0.2800
C 2.7822 -0.6340 0.4729
C -0.9597 2.0364 0.8580
C -1.6246 -1.0537 -1.2244
N -0.9820 -0.3567 -0.0729
S 1.2999 0.9451 -1.1304
H 0.2673 -2.0013 0.8267
H -1.2673 1.2125 -1.2828
H 3.6301 -0.0847 0.1566
H 3.0688 -1.7250 0.2366
H 2.7907 -0.5295 1.6213
H -0.5574 1.6190 1.9013
H -2.0276 2.1341 0.9855
H -0.4988 2.9054 0.3420
H -2.5763 -0.5979 -1.2807
H -0.9862 -0.8711 -2.1224
H -1.7993 -2.2260 -1.1077
H -1.5311 -0.5446 0.7643

---

[12]
19
Properties=species:S:1:pos:R:3 method="wB97M-V/def2-TZVPD" de_lowest_kj_mol=417.82 orbital_gap_ev=8.66 e_lumo_ev=0.538 fmax_ev_per_a=1.1 e_tot_ha=-310.9001
C -0.4937 -2.7292 -0.0186
C -0.7386 -1.5074 0.7932
O 0.0714 -0.4499 0.3865
C -0.1142 0.7295 1.1081
C 0.7192 1.8428 0.4933
C -0.0936 2.0999 -0.7107
C 0.5604 1.5834 -1.9081
H 0.5379 -3.0215 0.0670
H -0.6906 -2.5267 -1.0568
H -1.1020 -3.5816 0.2644
H -0.5510 -1.7151 1.8392
H -1.7786 -1.2197 0.7126
H 0.1350 0.6055 2.1576
H 1.7563 1.5159 0.3533
H 0.6930 2.6931 1.1738
H -1.1615 1.0597 1.0686
H -0.1348 1.3371 -2.7036
H 1.0822 2.4925 -2.2565
H 1.3031 0.7917 -1.7635